No. 1
{"formula": "C30H58BNNbO19S4", "method": "the ωB97M-V functional and the def2-TZVPD basis", "species": ["C", "C", "Nb", "C", "C", "C", "C", "C", "O", "C", "C", "C", "O", "C", "C", "C", "C", "C", "C", "C", "C", "C", "C", "B", "O", "N", "C", "C", "H", "H", "H", "H", "H", "H", "H", "H", "H", "H", "H", "H", "H", "H", "H", "H", "H", "H", "H", "H", "H", "H", "H", "H", "H", "H", "H", "H", "H", "H", "H", "H", "H", "H", "H", "H", "H", "H", "H", "H", "H", "H", "C", "C", "O", "S", "O", "O", "O", "H", "H", "H", "H", "C", "C", "O", "S", "O", "O", "O", "H", "H", "H", "H", "C", "C", "O", "S", "O", "O", "O", "H", "H", "H", "H", "C", "C", "O", "S", "O", "O", "O", "H", "H", "H", "H"], "xyz": [[-0.7880, 0.7930, 2.7877], [-0.3548, 0.2662, 1.4313], [0.0994, -1.9599, 1.2794], [2.3621, -1.6394, 1.5140], [2.7596, -0.2835, 2.3692], [3.4524, 0.9031, 1.4248], [2.6259, 2.3186, 1.4348], [2.7102, 2.9305, -0.0978], [2.4398, 4.3746, -0.1906], [1.0737, 4.7179, 0.2346], [-0.1233, 4.0727, -0.6833], [-2.1693, -2.3354, 0.9395], [-2.7945, -1.0102, 1.0345], [-3.9567, -0.8612, 0.1490], [-3.9710, -1.1531, -1.4829], [-5.2610, -0.9434, -2.4726], [-5.0420, -1.2716, -4.0976], [-6.6833, -0.4387, -1.8322], [-6.7391, -0.1247, -0.2243], [-5.4065, -0.3046, 0.7705], [-5.6415, 0.1043, 2.3456], [-4.3864, 0.9925, 2.9910], [-6.0872, -1.1699, 3.2937], [0.4202, -1.9154, -0.9793], [1.4773, -2.8380, -1.5246], [-0.3039, -1.0468, -1.9907], [0.3426, 0.3278, -2.1273], [-0.2500, -1.7240, -3.3765], [-0.5399, 1.8656, 3.1860], [-1.4107, 0.0066, 3.4350], [-0.2374, 0.9921, 0.5210], [-0.1451, -2.1710, 3.0729], [0.3676, -3.7802, 1.2050], [2.8604, -1.4967, 0.4416], [2.9121, -2.5930, 1.9738], [1.9042, 0.1188, 3.0619], [3.6348, -0.6231, 3.1070], [4.5304, 1.1471, 1.8759], [3.6190, 0.5743, 0.3141], [3.2141, 3.0986, 2.1189], [1.5426, 2.2628, 1.8730], [2.0645, 2.3502, -0.8849], [3.8469, 2.7881, -0.4317], [0.8692, 4.5032, 1.3867], [0.9794, 5.9023, 0.1223], [-0.1229, 2.9141, -0.4994], [-1.1985, 4.4592, -0.3423], [0.0437, 4.2279, -1.8539], [-2.2568, -2.8612, -0.1010], [-2.5216, -2.9753, 1.8536], [-2.9393, -1.5144, -1.9405], [-5.9105, -0.7972, -4.7397], [-4.0404, -0.7218, -4.4275], [-4.9584, -2.4327, -4.3127], [-7.6046, -0.3143, -2.5421], [-7.7676, 0.2441, 0.2575], [-6.5722, 0.8520, 2.3584], [-3.7241, 0.3144, 3.7157], [-3.7280, 1.3192, 2.0531], [-4.7675, 1.9666, 3.5541], [-6.2921, -2.1592, 2.7026], [-7.0949, -0.8613, 3.8546], [-5.2803, -1.2828, 4.1544], [1.2495, -3.7923, -1.2820], [-0.5318, 1.1117, -1.9213], [1.0867, 0.4252, -1.2049], [0.8711, 0.5110, -3.1558], [-0.5311, -2.8748, -3.2683], [0.7935, -1.6129, -3.8982], [-1.0447, -1.2455, -4.0941], [5.3163, -2.1971, -2.1895], [6.0125, -0.9444, -2.7146], [6.5594, -0.3100, -1.5608], [6.9736, -1.4533, -0.4738], [8.3886, -1.7169, -0.6132], [6.3543, -1.1280, 0.7900], [6.1567, -2.6923, -1.1485], [4.3421, -1.9531, -1.7536], [5.1865, -2.9541, -2.9675], [5.3252, -0.2729, -3.2346], [6.8412, -1.2045, -3.3816], [-6.5347, 2.9548, 7.5248], [-5.4912, 2.6184, 8.5867], [-4.8054, 1.4730, 8.0863], [-4.7666, 1.5483, 6.4575], [-3.4887, 2.0972, 6.0615], [-5.2883, 0.3088, 5.9302], [-5.8975, 2.7079, 6.2725], [-7.4029, 2.2924, 7.6016], [-6.8653, 3.9951, 7.5859], [-5.9407, 2.4044, 9.5593], [-4.7622, 3.4286, 8.6934], [5.2448, 4.8324, -4.5225], [5.1038, 6.3155, -4.1905], [4.2446, 6.3634, -3.0538], [4.4874, 5.0280, -2.1493], [5.4011, 5.3666, -1.0809], [3.2107, 4.3922, -1.9213], [5.3059, 4.1641, -3.2636], [4.3659, 4.4639, -5.0614], [6.1438, 4.6242, -5.1088], [4.6805, 6.8892, -5.0184], [6.0680, 6.7484, -3.9035], [2.7742, -7.0700, -2.4578], [2.4281, -8.0989, -3.5308], [1.3655, -7.5137, -4.2800], [1.5587, -5.8942, -4.2973], [2.2120, -5.5309, -5.5351], [0.3301, -5.2827, -3.8467], [2.6567, -5.7995, -3.0959], [2.0558, -7.1044, -1.6324], [3.7852, -7.2074, -2.0650], [2.1182, -9.0563, -3.1053], [3.2720, -8.2590, -4.2102]], "forces_ev_per_a": [[0.879, -2.105, -3.605], [-2.322, 2.083, 3.064], [0.641, 2.722, 2.558], [1.810, 0.381, -0.910], [1.717, -0.523, 0.475], [-0.085, 0.476, 0.984], [0.761, 0.877, -0.376], [0.807, -0.675, 0.840], [-4.230, -1.524, 5.496], [-0.969, 1.248, 0.240], [0.126, -0.877, 0.167], [0.886, -1.274, -0.237], [-3.950, -0.363, -3.264], [-3.568, 0.756, -1.629], [-2.004, 0.953, 1.273], [-0.062, 0.406, 3.586], [0.186, 0.749, 0.830], [3.789, -0.622, 2.338], [3.185, -1.134, -1.689], [-0.294, -0.505, -2.926], [-0.570, 0.652, -0.220], [0.315, -0.484, -0.955], [-0.225, 0.691, 0.809], [1.105, -1.418, -2.441], [-2.258, -0.657, 0.310], [2.285, -0.803, -2.220], [-0.908, 0.694, 1.871], [-0.704, -0.552, -0.388], [-0.913, -1.995, -0.880], [1.988, 2.001, -1.085], [0.472, -0.779, 2.137], [-0.082, -0.802, 0.804], [-0.492, -0.288, -0.330], [-0.812, -0.400, 2.172], [-1.238, 1.971, -0.887], [1.583, -0.646, -1.628], [-1.867, 0.750, -1.420], [-2.299, -0.634, -1.134], [-0.449, 0.324, 2.074], [-1.265, -1.584, -1.464], [2.018, -0.222, -1.096], [1.046, 0.952, 1.619], [-2.532, 0.365, 0.849], [0.419, 0.169, -2.364], [0.492, -2.497, 0.195], [-0.128, 2.178, -0.394], [2.480, -0.651, -0.777], [-0.323, -0.095, 2.645], [-0.586, 0.990, 2.036], [0.287, 0.874, -1.904], [-2.357, 0.893, 0.975], [1.650, -1.068, 1.438], [-2.103, -1.356, 0.701], [-0.188, 2.503, 0.549], [1.899, -0.209, 1.648], [2.600, -0.881, -1.123], [1.953, -1.671, -0.340], [-1.497, 1.647, -1.695], [-1.240, -0.578, 2.304], [0.744, -2.193, -1.197], [0.621, 1.970, 1.090], [2.126, -0.768, -1.207], [-1.696, -0.162, -2.030], [0.627, 2.101, -0.021], [2.050, -1.283, -0.796], [-1.239, 0.164, -2.153], [-0.945, -0.417, 2.011], [0.743, 2.530, -0.289], [-1.797, -0.382, 1.002], [1.356, -0.717, 1.370], [-0.784, 0.450, -0.264], [0.090, -0.500, -0.506], [-0.046, -0.613, 0.857], [-0.204, 0.028, 0.486], [-1.610, 0.233, 0.420], [1.217, -0.341, -1.631], [0.988, 0.748, 0.254], [0.008, -0.064, -0.103], [0.160, 0.012, 0.268], [0.112, 0.032, 0.328], [-0.089, -0.002, -0.019], [-0.365, -0.184, 0.427], [0.048, 0.628, 0.002], [-0.433, -0.124, -0.806], [0.711, -0.407, -0.691], [-1.835, -0.854, 0.440], [0.858, 1.671, 0.950], [0.781, -0.371, 0.311], [0.053, 0.069, 0.057], [0.182, -0.154, -0.216], [0.134, -0.213, -0.212], [-0.126, -0.001, 0.021], [-0.295, 0.115, -0.384], [0.557, -0.029, -0.097], [-0.029, -0.657, 0.095], [-1.107, -0.545, 0.548], [-1.205, -0.622, -1.282], [4.614, 1.831, -5.365], [0.349, 0.669, 0.273], [0.063, 0.080, -0.012], [-0.073, -0.060, 0.277], [-0.144, -0.082, 0.274], [-0.021, -0.051, -0.120], [-0.253, -0.503, 0.438], [0.677, -0.054, 0.051], [-0.132, 0.902, 0.302], [-0.327, 0.622, -0.094], [-0.927, -0.248, 1.552], [1.626, -0.881, -0.934], [-0.417, -0.209, -1.019], [0.089, -0.047, -0.050], [-0.139, 0.241, -0.180], [-0.193, 0.239, -0.142], [-0.012, -0.026, 0.115]], "mol_weight_g_mol": 968.8, "multiplicity": 1, "largest_force_ev_per_a": 7.31, "e_above_lowest_kj_mol": 1675.1, "total_charge": -1}

---

No. 2
{"formula": "C30H58O15S5", "method": "the ωB97M-V functional and the def2-TZVPD basis", "species": ["C", "C", "C", "O", "C", "O", "O", "H", "H", "H", "H", "H", "H", "O", "S", "O", "C", "C", "C", "C", "H", "H", "H", "H", "H", "H", "H", "H", "O", "S", "O", "C", "C", "C", "C", "H", "H", "H", "H", "H", "H", "H", "H", "O", "S", "O", "C", "C", "C", "C", "H", "H", "H", "H", "H", "H", "H", "H", "O", "S", "O", "C", "C", "C", "C", "H", "H", "H", "H", "H", "H", "H", "H", "O", "S", "O", "C", "C", "C", "C", "H", "H", "H", "H", "H", "H", "H", "H", "C", "C", "C", "O", "H", "H", "H", "H", "H", "H", "C", "C", "C", "O", "H", "H", "H", "H", "H", "H"], "xyz": [[5.7480, 1.0075, -2.7743], [5.2463, 2.2147, -2.0312], [6.3533, 3.1407, -1.5340], [6.2606, 4.1391, -2.4573], [5.2887, 4.0931, -3.2262], [5.0648, 4.9649, -4.0735], [4.6722, 2.9401, -3.0216], [4.9337, 0.3963, -3.1635], [6.3422, 0.3076, -2.1868], [6.3807, 1.3258, -3.6028], [4.4450, 2.1477, -1.2953], [7.2838, 2.6146, -1.7472], [6.1026, 3.5720, -0.5649], [7.4928, -2.1949, 4.6769], [7.3847, -0.7829, 4.4762], [8.4598, -0.1680, 3.6657], [5.6663, -0.5096, 3.6955], [5.1730, 0.6137, 4.5171], [5.5998, 0.4658, 6.0256], [7.1331, 0.1735, 6.0132], [5.1338, -1.4234, 3.9593], [5.7866, -0.4772, 2.6126], [5.7156, 1.4730, 4.1231], [4.1098, 0.8361, 4.4262], [5.0361, -0.2963, 6.5638], [5.4510, 1.3760, 6.6066], [7.4714, -0.4473, 6.8429], [7.8268, 0.9940, 5.8298], [-0.7328, 9.6553, -2.8486], [-1.6114, 8.5193, -2.5059], [-1.3263, 7.0944, -2.7236], [-2.6058, 8.7338, -0.9975], [-4.1047, 8.9562, -1.3754], [-4.2451, 9.4028, -2.7762], [-3.1329, 8.6519, -3.6240], [-2.1767, 9.6443, -0.5791], [-2.2141, 8.0098, -0.2830], [-4.5574, 7.9781, -1.2130], [-4.7318, 9.4911, -0.6620], [-4.2908, 10.4905, -2.8294], [-5.2667, 9.2249, -3.1121], [-2.8528, 9.0997, -4.5776], [-3.3566, 7.5891, -3.7160], [-2.0196, -0.1477, 1.7971], [-1.3734, -0.2049, 0.5252], [0.0622, -0.5420, 0.4516], [-2.4135, -1.1446, -0.5713], [-2.3995, -0.4288, -1.9246], [-2.5244, 1.1102, -1.6336], [-1.6619, 1.3720, -0.3183], [-3.4729, -1.1709, -0.3164], [-1.9434, -2.1192, -0.7024], [-1.4425, -0.6083, -2.4145], [-3.0919, -0.6865, -2.7259], [-3.5746, 1.3900, -1.5508], [-2.1617, 1.7678, -2.4236], [-2.3780, 1.8761, 0.3308], [-0.7228, 1.8738, -0.5513], [1.5959, -6.8405, -1.0448], [2.3536, -6.6011, -2.2917], [2.1820, -5.3401, -3.0785], [4.0693, -6.8088, -1.9989], [4.3137, -8.2843, -2.1033], [3.6092, -8.6965, -3.3922], [2.2554, -8.0098, -3.5214], [4.4917, -6.1987, -1.2005], [4.4816, -6.3454, -2.8952], [5.3798, -8.5100, -2.0798], [3.7650, -8.8261, -1.3330], [3.5503, -9.7788, -3.5070], [4.2114, -8.5122, -4.2818], [1.4637, -8.6191, -3.0854], [1.9951, -7.5691, -4.4838], [1.0578, 3.7037, 9.8757], [-0.3454, 3.4289, 9.6337], [-1.0731, 2.6030, 10.6185], [-1.2777, 4.8741, 9.1661], [-1.9140, 4.6276, 7.7643], [-0.8171, 3.9073, 7.0249], [-0.4538, 2.6652, 7.9055], [-0.5358, 5.6297, 8.9077], [-1.7945, 5.3527, 9.9979], [-2.7983, 3.9928, 7.8211], [-2.0500, 5.5693, 7.2325], [0.0273, 4.5929, 7.0966], [-1.1509, 3.5617, 6.0465], [0.4176, 2.0383, 7.7166], [-1.3475, 2.0661, 8.0800], [-6.4484, -4.6629, -9.7531], [-5.5449, -3.7831, -8.8198], [-5.2367, -2.3095, -9.0311], [-5.2470, -4.2917, -7.7770], [-6.5014, -4.1875, -10.7326], [-7.4754, -4.7379, -9.3957], [-5.9402, -5.5895, -10.0198], [-5.5861, -2.0198, -10.0221], [-4.1473, -2.2797, -9.0141], [-5.6940, -1.8385, -8.1609], [-5.3747, -7.4603, 1.0310], [-6.6980, -7.8957, 1.7100], [-7.9813, -7.4578, 1.0100], [-6.8060, -8.7222, 2.6308], [-5.6032, -7.2161, -0.0064], [-4.5245, -8.0726, 1.3317], [-5.0881, -6.4452, 1.3058], [-8.7996, -7.6207, 1.7114], [-8.1530, -8.0633, 0.1201], [-8.0511, -6.3933, 0.7867]], "forces_ev_per_a": [[0.221, -1.591, 0.686], [0.164, -1.175, 1.098], [-0.399, -1.680, 0.264], [5.061, 3.392, 2.111], [-2.857, 2.345, -5.075], [-0.270, -2.401, 1.844], [-3.369, 1.656, -2.883], [-0.117, 0.286, -0.145], [0.108, 0.148, 0.343], [-0.094, 0.183, -0.026], [0.320, -1.112, 0.335], [0.392, 0.355, 1.186], [0.844, -0.421, 0.266], [0.027, -0.748, 0.766], [0.577, 0.473, -2.520], [-1.744, -0.245, 1.308], [1.369, -1.744, 1.311], [-0.085, 1.818, 0.649], [0.934, 0.317, -0.636], [-0.554, -0.908, -0.779], [0.141, -0.211, -0.136], [-0.022, 0.590, 0.214], [-0.197, 0.565, 0.212], [-0.009, -0.205, -0.045], [0.178, -0.312, -0.270], [-0.206, 0.180, -0.337], [0.032, 0.052, -0.117], [-0.459, 0.374, 0.373], [-0.611, -1.974, 1.397], [-2.749, 0.153, -3.577], [1.226, 1.367, 1.132], [1.348, 1.909, 0.612], [0.388, -2.424, 1.868], [0.179, 0.137, -1.736], [-0.231, 1.020, 1.547], [-0.117, 0.424, -0.091], [-0.952, -0.616, -0.159], [-0.060, -0.450, -0.623], [0.762, 0.803, 0.144], [1.114, 0.192, -0.199], [0.040, -0.757, -0.262], [-0.042, 0.004, 0.186], [-0.310, 0.207, -0.230], [-0.199, -0.173, 0.980], [1.539, 0.872, -0.852], [-2.350, 0.134, -0.246], [-0.220, -0.730, -2.032], [1.228, 1.655, -0.749], [1.083, -0.754, 0.546], [-1.656, -0.101, -1.086], [0.343, -0.240, 1.046], [-0.382, -0.205, 0.367], [0.315, 0.102, 0.148], [-0.538, -0.564, 0.670], [-0.005, -0.101, 0.631], [0.254, -0.385, -0.187], [0.834, 0.475, 0.395], [-0.208, 0.040, 0.372], [0.934, 0.123, -2.115], [-1.286, 2.135, -0.689], [-0.084, -2.171, 1.727], [0.935, 0.843, -0.571], [-0.495, -0.468, 0.164], [0.713, -0.788, -1.520], [-0.267, 0.486, 1.794], [-0.509, -0.449, 0.473], [0.147, 0.042, -0.213], [-0.179, -0.213, -0.025], [0.451, 0.070, 0.553], [-0.488, -0.162, 0.578], [0.218, 0.800, 0.043], [-0.160, -0.068, -0.398], [0.062, -0.172, 0.199], [-0.621, 0.510, 0.134], [0.149, -2.545, -0.225], [0.756, 1.438, -1.510], [0.310, 1.515, -0.666], [0.025, -0.343, 1.025], [0.634, -1.677, 1.012], [-1.068, 1.168, 1.552], [0.517, -0.071, 0.312], [-0.571, -0.667, -0.100], [-0.261, 0.366, -0.092], [-0.646, 0.028, 0.372], [0.319, -0.180, -1.059], [0.472, 0.419, -0.174], [-0.028, 0.397, -0.076], [0.015, -0.369, -0.517], [1.247, 1.646, -1.294], [-1.855, -1.039, 0.022], [0.049, -1.524, -0.790], [0.804, -0.319, 0.892], [-0.294, 0.313, -0.136], [0.317, -0.323, 0.330], [-0.293, -0.303, 0.820], [-0.136, 0.568, 0.336], [-0.019, 0.496, 0.205], [0.179, 0.488, -0.384], [-0.975, 0.744, 1.069], [-0.215, -1.826, 0.537], [-0.291, 0.406, 0.966], [0.948, 2.045, -1.793], [0.386, -1.092, -0.385], [-0.231, -0.280, -0.663], [-0.212, 0.215, 0.815], [-0.001, -0.336, -0.075], [0.138, 0.110, -0.071], [0.456, 0.012, -0.398]], "mol_weight_g_mol": 819.1, "smiles": "C[C@H]1COC(=O)O1.O=S1(=O)CCCC1.O=S1(=O)CCCC1.O=S1(=O)CCCC1.O=S1(=O)CCCC1.O=S1(=O)CCCC1.CC(C)=O.CC(C)=O", "multiplicity": 1, "largest_force_ev_per_a": 6.45, "total_charge": 0}

---

no.,frontier orbital gap (eV)
1,6.059
2,9.725